DFT (wB97M-V/def2-TZVPD) results for a molecular structure, C31H53BBr4Cl2F12KN4O10P.

Geometry as ORCA input:
```
! RIJCOSX wB97M-V def2-TZVPD def2/J DEFGRID3
* xyz 0 1
H -6.42981 -1.72050 -6.93092
H 2.24603 0.51401 3.25272
C -5.36443 -1.49210 -7.03298
F -4.40382 -2.57790 -10.21593
O -5.77564 -2.30641 -2.47721
H -0.34450 3.86961 2.03793
H 3.79717 -1.01130 1.69663
H 2.72578 -4.00136 0.93186
N -2.45365 -1.29698 5.58574
H -5.02318 -1.85653 -8.00472
C 2.91219 1.16604 -0.82051
H -8.29422 -3.94794 -2.11975
C -2.90854 -0.37615 6.10602
H -5.00837 -2.66237 -0.62498
C -0.99989 4.39569 -2.61264
F -5.79358 -0.70773 -9.95967
H 5.61234 -3.29580 4.86711
O -7.51696 -1.96014 -3.93974
H -9.30008 0.78335 -3.34808
H -2.81485 1.20122 7.52835
Br 6.37083 6.15576 3.41603
F 8.22581 -1.31877 5.52953
H -0.34950 5.23071 -2.34579
F 3.61528 4.33911 2.53829
O -5.11902 -1.86342 -4.63364
C 4.76176 -3.15195 0.65218
H -4.53312 2.31885 -3.09586
H -9.01020 -3.32280 -4.37841
C 7.35343 1.06545 4.14741
H 3.18874 -2.95482 2.35765
C -0.64640 3.22113 -1.74585
H -0.83394 4.13163 -3.65930
C 3.48968 2.08337 0.40215
K 8.67561 3.68224 1.58964
H -3.19367 1.15716 -3.19956
O -6.57818 -3.59872 -5.35269
H 7.34240 2.17224 3.88146
H 1.27162 4.08366 1.19383
C 4.89821 3.81770 2.96625
C -3.45385 2.19719 -2.98706
H 6.67685 -1.88235 0.79269
H -2.01970 4.74850 -2.47869
N 5.39605 0.34186 2.45744
F 8.73590 0.29730 7.14134
F 5.24478 4.67547 4.13631
H -3.27728 3.60435 -1.32836
H -9.52781 -1.73297 -3.81279
C 2.09122 1.18627 2.32131
F 3.93497 2.45066 4.52389
C 6.63198 0.06334 3.16409
H -3.51308 -3.80977 -2.26941
H -4.42993 0.55403 7.26350
C 4.81495 -4.77195 3.41617
C 6.79292 0.79243 5.65314
H -3.69196 1.59963 6.05542
C -8.88554 -3.03432 -2.23829
C -3.48707 0.79689 6.76782
Cl -11.08362 0.73446 -1.80427
P -6.19775 -2.96196 -4.01264
O -1.60285 2.34548 -1.41414
C 0.55076 3.28850 1.58837
H 4.92735 -0.20936 0.42466
C 5.71828 -2.05664 1.39128
H -10.20358 2.31965 -3.31349
O 3.98003 -4.98073 2.28363
O 5.82776 -5.52412 3.52807
C -10.29114 1.23421 -3.30438
Br 6.59018 -1.35232 7.74999
H 1.47025 0.54275 1.59180
F 6.98486 3.04831 1.56822
H 0.09444 2.63139 0.75835
C -4.42860 -4.28206 -1.90646
H -4.34042 -3.15231 -6.07157
H 4.24158 -2.68470 -0.25802
C -5.43150 -3.23609 -1.45500
H -9.91917 -3.27292 -1.97715
H -8.50212 -2.29654 -1.52852
C 4.56545 1.39552 2.53941
C -8.78827 -2.52413 -3.66418
H 6.49504 -0.92386 3.75874
C -4.52360 -2.08604 -5.91497
Cl -11.21699 0.72127 -4.71898
F 5.43801 0.33748 5.67094
F -4.72463 -1.10031 -12.00843
H -3.54256 -1.60128 -5.90867
C 1.14792 2.40326 2.78510
C 4.57326 -3.72189 4.59414
H 7.44228 -0.20491 2.37420
B -5.34967 -1.72049 -10.87560
H -4.82553 -4.89072 -2.72277
H 5.99325 -2.52536 2.39817
Br -0.45029 1.54929 3.68164
H 1.63175 3.03880 3.62019
C 7.69482 -0.33435 6.41237
H 4.61102 2.22284 0.13867
H -2.95844 2.80782 -3.74458
H 2.71127 2.70321 -2.09535
H -4.17921 -4.95205 -1.08067
O 2.54655 -0.02401 -0.69537
Br 6.99616 2.47178 6.74073
H 4.16379 -4.18241 5.56103
C 3.61849 -3.74282 1.62248
O 0.50516 3.02008 -1.40957
H 5.43136 -4.03639 0.33982
C 4.88582 -0.69969 1.45657
C -3.01185 2.57704 -1.58900
O 2.87253 1.73221 -2.12443
H -5.28323 -0.40225 -7.02717
H 6.65903 5.08921 2.13277
H 3.92197 -2.82461 4.32375
N 3.38860 1.49835 1.72860
N 4.85517 2.45970 3.50532
H 3.01692 3.13010 0.25855
H -6.33800 -3.71993 -1.08368
H 8.47199 0.76741 4.20315
F 5.32921 4.55651 0.59357
F -6.47408 -2.49566 -11.31354
C 6.00965 4.11955 1.80274
H -3.51960 1.93493 -0.86554
*
```

Computed properties:
DFT total energy   -423544.7939 eV
E_HOMO   -8.49 eV